Here is a 13-piece molecular cluster, C24H74O25 overall in a non-equilibrium geometry from the Open Molecules 2025 dataset. Energies are from ωB97M-V/def2-TZVPD.

Each line ends with the Mulliken charge.
Geometry (Å):
1 O -7.90 -3.39 31.94  2.322
2 H -7.51 -3.05 32.74  -0.463
3 H -7.17 -3.81 31.48  -0.441
4 C -10.29 -7.31 35.29  0.181
5 C -10.64 -8.52 34.44  -0.515
6 O -12.01 -8.44 33.98  -0.542
7 O -11.02 -7.47 36.52  -0.566
8 H -10.59 -6.39 34.80  -0.017
9 H -9.21 -7.34 35.37  0.155
10 H -10.47 -9.39 35.08  0.375
11 H -9.86 -8.58 33.68  0.178
12 H -12.32 -9.27 33.62  0.292
13 H -11.80 -6.93 36.39  0.405
14 C -10.96 -1.76 34.98  -0.678
15 C -11.21 -3.01 35.71  0.295
16 O -10.73 -2.91 37.02  -0.548
17 O -9.77 -2.14 34.36  0.118
18 H -10.85 -0.85 35.57  0.090
19 H -11.71 -1.53 34.22  0.373
20 H -11.01 -3.91 35.12  -0.345
21 H -12.27 -3.00 35.94  0.490
22 H -9.82 -2.62 36.95  0.285
23 H -9.93 -2.81 33.70  -0.019
24 C -9.31 -8.35 29.00  -0.761
25 C -9.07 -7.57 30.33  1.088
26 O -7.72 -7.86 30.81  -0.436
27 O -9.57 -9.78 29.08  -0.520
28 H -8.43 -8.21 28.38  0.366
29 H -10.16 -7.99 28.42  0.382
30 H -9.80 -7.74 31.12  0.018
31 H -9.28 -6.52 30.16  -0.618
32 H -7.48 -8.79 30.74  0.231
33 H -8.77 -10.15 29.44  0.301
34 C -0.93 -3.39 32.39  -0.554
35 C -1.16 -4.92 32.28  -0.302
36 O -2.45 -5.24 31.91  -0.404
37 O -1.51 -2.79 33.60  -0.577
38 H -1.34 -2.91 31.50  0.295
39 H 0.14 -3.20 32.28  0.372
40 H -0.95 -5.56 33.14  0.287
41 H -0.65 -5.27 31.39  0.298
42 H -2.71 -4.71 31.15  0.135
43 H -2.41 -2.56 33.37  0.406
44 C -8.89 -1.58 26.90  -0.444
45 C -7.53 -1.33 27.52  -0.451
46 O -7.33 -1.99 28.76  -0.382
47 O -9.94 -0.95 27.65  -0.599
48 H -9.17 -2.63 26.92  0.172
49 H -8.97 -1.32 25.84  0.427
50 H -7.36 -0.28 27.77  0.327
51 H -6.71 -1.56 26.84  0.347
52 H -7.34 -2.92 28.52  -0.130
53 H -10.17 -1.53 28.38  0.326
54 C -8.68 1.29 36.04  -0.597
55 C -8.09 2.61 36.14  -0.602
56 O -9.07 3.55 36.70  -0.553
57 O -7.82 0.32 35.36  -0.481
58 H -9.69 1.18 35.66  0.514
59 H -8.82 0.97 37.07  0.358
60 H -7.72 3.00 35.19  0.274
61 H -7.18 2.55 36.73  0.274
62 H -9.82 3.54 36.10  0.322
63 H -7.68 0.55 34.44  0.088
64 C -5.80 -2.35 34.78  0.102
65 C -5.02 -3.34 33.86  0.492
66 O -4.13 -2.60 33.03  -0.319
67 O -7.05 -2.06 34.24  0.069
68 H -5.24 -1.48 35.12  0.173
69 H -5.97 -2.86 35.73  -0.321
70 H -5.77 -3.76 33.18  -0.930
71 H -4.56 -4.14 34.43  0.448
72 H -4.62 -2.29 32.26  0.134
73 H -7.75 -2.05 34.90  -0.524
74 C -11.15 -3.02 31.00  -0.374
75 C -11.11 -4.41 31.60  -0.386
76 O -10.18 -4.52 32.66  0.185
77 O -9.98 -2.83 30.13  -0.440
78 H -11.05 -2.27 31.78  0.179
79 H -12.06 -2.80 30.43  0.401
80 H -10.88 -5.18 30.85  0.027
81 H -12.04 -4.70 32.08  0.462
82 H -9.32 -4.25 32.32  0.270
83 H -9.17 -2.81 30.63  -0.059
84 C -5.49 -4.91 30.13  0.747
85 C -6.23 -5.24 28.80  -1.144
86 O -7.58 -4.96 28.91  -0.261
87 O -5.95 -5.60 31.30  -0.598
88 H -5.69 -3.84 30.24  -0.269
89 H -4.40 -4.99 30.08  0.032
90 H -6.14 -6.29 28.51  0.498
91 H -5.86 -4.57 28.03  0.418
92 H -8.04 -5.43 28.21  0.183
93 H -6.73 -6.02 30.93  0.160
94 C -6.42 -0.88 38.68  -0.539
95 C -7.61 -1.88 38.54  -0.397
96 O -8.12 -1.89 37.23  0.009
97 O -6.93 0.46 38.52  -0.416
98 H -5.77 -0.99 37.81  0.083
99 H -5.83 -1.03 39.59  0.547
100 H -8.41 -1.69 39.25  0.283
101 H -7.31 -2.92 38.62  0.154
102 H -8.00 -1.01 36.86  0.019
103 H -6.51 0.97 39.22  0.259
104 C -6.41 1.06 32.13  -0.262
105 C -6.19 0.30 30.77  -0.552
106 O -6.11 -1.16 30.97  -0.203
107 O -7.73 0.74 32.52  -0.673
108 H -6.37 2.15 32.11  0.494
109 H -5.69 0.74 32.88  0.160
110 H -5.26 0.63 30.33  0.409
111 H -6.99 0.63 30.10  0.184
112 H -6.51 -1.57 30.19  0.342
113 H -7.73 -0.22 32.54  0.127
114 C -8.18 -5.85 37.56  -0.621
115 C -6.96 -5.64 36.61  0.483
116 O -5.88 -6.57 36.83  -0.502
117 O -7.67 -5.62 38.87  -0.535
118 H -8.57 -6.87 37.48  0.406
119 H -9.04 -5.19 37.41  0.253
120 H -6.56 -4.62 36.65  -0.177
121 H -7.32 -5.87 35.61  -0.057
122 H -6.08 -7.08 37.61  0.349
123 H -6.97 -6.25 39.03  0.399

- 2S+1 = 1
- ΔE to the lowest compared entry with this formula, charge and spin (kJ/mol) = 0.0
- electronic energy (Ha) = -2839.54605


Here is one molecule with the formula C2H2O3 in a non-equilibrium geometry from the Open Molecules 2025 dataset. Energies are from ωB97M-V/def2-TZVPD.

Each line ends with the Mulliken charge.
Geometry (Å):
1 C -0.16 -0.64 -0.04  -0.073
2 C 0.94 0.43 0.03  0.058
3 O 2.07 0.17 -0.02  -0.371
4 O -1.42 -0.45 0.02  0.103
5 O -2.13 0.58 -0.06  -0.467
6 H 0.05 -1.62 -0.03  0.420
7 H 0.64 1.52 0.10  0.330

- 2S+1 = 1
- ΔE to the lowest compared entry with this formula, charge and spin (kJ/mol) = 564.0
- electronic energy (Ha) = -302.91555


Here is a 2-piece molecular cluster, C4H9NO2 overall in a non-equilibrium geometry from the Open Molecules 2025 dataset. Energies are from ωB97M-V/def2-TZVPD.

Each line ends with the Mulliken charge.
Geometry (Å):
1 C -1.92 0.82 -1.29  -0.657
2 O -1.36 1.08 -0.01  -0.307
3 C -0.06 1.53 -0.09  0.655
4 N 0.71 2.41 0.01  -0.599
5 H -2.77 1.49 -1.45  0.282
6 H -1.25 0.95 -2.15  0.332
7 H -2.27 -0.21 -1.30  0.258
8 C 2.18 -0.50 0.38  -0.737
9 O 0.81 -0.44 0.01  -0.368
10 C -0.29 -1.24 0.96  -0.684
11 H 2.38 -1.26 1.14  0.317
12 H 2.77 -0.75 -0.50  0.243
13 H 2.47 0.47 0.77  0.320
14 H -1.32 -0.95 1.12  0.354
15 H -0.31 -2.22 0.50  0.246
16 H 0.25 -1.18 1.91  0.344

- SMILES string = COC#N.COC
- 2S+1 = 1
- ΔE to the lowest compared entry with this formula, charge and spin (kJ/mol) = 497.1
- electronic energy (Ha) = -362.89618


Here is one molecule with the formula C7H8O3 in a non-equilibrium geometry from the Open Molecules 2025 dataset. Energies are from ωB97M-V/def2-TZVPD.

Each line ends with the Mulliken charge.
Geometry (Å):
1 O -2.42 1.58 -0.84  -0.518
2 C -1.63 0.67 -0.82  0.470
3 O -2.16 -0.80 -1.20  -0.566
4 C -0.26 0.63 -0.39  0.642
5 C 0.22 1.49 0.72  -0.855
6 C 1.08 0.86 1.54  -0.357
7 C 1.30 -0.60 1.23  -0.670
8 C 0.55 -0.88 -0.05  0.546
9 O -0.13 -2.03 -0.12  -0.728
10 C 0.79 -0.05 -1.26  -0.810
11 H -3.12 -0.81 -1.02  0.317
12 H -0.19 2.48 0.90  0.423
13 H 1.69 1.38 2.28  0.388
14 H 0.92 -1.24 2.03  0.333
15 H 2.37 -0.84 1.09  0.280
16 H -1.19 -1.84 -0.61  0.484
17 H 1.76 0.46 -1.31  0.288
18 H 0.41 -0.47 -2.19  0.333

- SMILES string = O=C(O)[C@@]12C=CC[C@]1(O)C2
- 2S+1 = 1
- ΔE to the lowest compared entry with this formula, charge and spin (kJ/mol) = 234.1
- electronic energy (Ha) = -497.17536


Here is C16H12N2O5PdSSe2Te2 as an isolated structure from the Open Molecules 2025 dataset. Energies are from ωB97M-V/def2-TZVPD.

Each line ends with the Mulliken spin population.
Geometry (Å):
1 Pd -2.02 1.59 2.38  0.399
2 Se -2.57 -0.82 3.21  0.534
3 Te -4.36 0.80 2.93  0.497
4 Te -3.72 3.57 1.73  0.108
5 Se -1.95 2.98 0.08  0.355
6 O 0.32 3.23 5.68  0.002
7 C -0.25 2.66 4.74  0.018
8 O -1.47 2.39 4.60  0.011
9 C 0.69 2.17 3.61  0.002
10 C 2.08 2.33 3.80  0.006
11 C 2.95 1.86 2.86  -0.004
12 C 2.45 1.20 1.72  -0.009
13 C 3.29 0.64 0.73  0.002
14 C 2.75 -0.02 -0.34  0.001
15 C 1.35 -0.15 -0.46  0.002
16 C 0.52 0.39 0.48  0.068
17 C 1.05 1.08 1.59  -0.040
18 N 0.20 1.60 2.54  0.054
19 H 2.40 2.83 4.71  0.000
20 H 4.02 1.97 2.99  0.000
21 H 4.36 0.74 0.84  0.000
22 H 3.39 -0.46 -1.09  0.000
23 H 0.93 -0.69 -1.30  0.001
24 H -0.56 0.30 0.39  -0.008
25 N -2.53 -0.36 -0.74  0.005
26 C -1.86 -1.06 -1.72  0.004
27 C -1.42 -0.43 -2.88  -0.001
28 C -0.65 -1.12 -3.82  0.000
29 C -0.31 -2.44 -3.62  0.000
30 C -0.75 -3.08 -2.47  0.004
31 C -1.51 -2.41 -1.53  0.000
32 S 0.69 -3.34 -4.81  0.000
33 O -0.16 -4.45 -5.23  0.000
34 O 1.86 -3.77 -4.05  0.000
35 O 0.98 -2.38 -5.86  0.000
36 H -2.85 0.58 -0.93  -0.006
37 H -3.07 -0.88 -0.07  -0.004
38 H -1.67 0.61 -3.04  0.001
39 H -0.30 -0.63 -4.72  0.000
40 H -0.48 -4.12 -2.30  0.000
41 H -1.83 -2.91 -0.62  -0.001

- 2S+1 = 3
- ΔE to the lowest compared entry with this formula, charge and spin (kJ/mol) = 66.1
- electronic energy (Ha) = -6967.79382
- total charge = -2


Here is one molecule with the formula C3H5BrN4 in a non-equilibrium geometry from the Open Molecules 2025 dataset. Energies are from ωB97M-V/def2-TZVPD.

Each line ends with the Mulliken charge.
Geometry (Å):
1 C 1.95 0.32 -0.22  -1.161
2 C 0.55 0.71 0.25  -0.223
3 C -0.37 -0.41 0.13  0.513
4 N -0.39 -1.65 0.09  -0.146
5 N -1.64 -2.19 -0.05  -0.500
6 N -2.53 -1.33 -0.09  -0.111
7 N -2.10 -0.12 -0.01  0.101
8 Br -3.07 1.41 -0.02  0.028
9 H 2.29 -0.58 0.29  0.316
10 H 2.64 1.13 -0.01  0.352
11 H 1.94 0.12 -1.29  0.324
12 H 0.16 1.55 -0.35  0.252
13 H 0.56 1.04 1.29  0.255

- SMILES string = CCc1nnnn1Br
- 2S+1 = 1
- ΔE to the lowest compared entry with this formula, charge and spin (kJ/mol) = 341.9
- electronic energy (Ha) = -2910.22669


Here is an isolated ion of composition C4H6F2NO and charge +1 in a non-equilibrium geometry from the Open Molecules 2025 dataset. Energies are from ωB97M-V/def2-TZVPD.

Each line ends with the Mulliken charge.
Geometry (Å):
1 C -1.89 -0.15 -0.10  -0.694
2 N -0.47 -0.34 0.02  0.105
3 C 0.24 -1.26 0.56  -0.135
4 C 1.67 -0.19 0.07  0.738
5 F 2.48 -0.73 -0.86  -0.222
6 F 2.37 0.39 1.05  -0.238
7 C 0.56 0.62 -0.59  -0.366
8 O 0.43 1.85 -0.16  -0.428
9 H -2.32 0.21 -1.07  0.292
10 H -2.27 0.53 0.72  0.340
11 H -2.32 -1.24 0.25  0.286
12 H 0.19 -2.12 1.11  0.461
13 H 0.40 0.48 -1.62  0.537
14 H 0.92 1.94 0.64  0.326

- SMILES string = C[N+]1=CC(F)(F)[C@@H]1O
- 2S+1 = 1
- ΔE to the lowest compared entry with this formula, charge and spin (kJ/mol) = 134.4
- electronic energy (Ha) = -485.36900
- total charge = +1


Here is an isolated ion of composition C17H34N7O and charge +1 from the Open Molecules 2025 dataset. Energies are from ωB97M-V/def2-TZVPD.

Each line ends with the Mulliken charge.
Geometry (Å):
1 C -5.44 -0.67 -1.08  -1.396
2 C -4.03 -0.15 -0.80  -0.234
3 C -4.00 0.95 0.26  0.439
4 C -4.16 0.38 1.67  -1.473
5 C -2.72 1.82 0.17  -0.192
6 N -2.62 2.67 -1.00  -0.720
7 C -1.49 0.98 0.24  -0.742
8 C -0.65 0.74 1.31  -0.091
9 N 0.32 -0.07 0.83  1.233
10 C 1.48 -0.62 1.49  -0.609
11 C 1.30 -2.11 1.86  -1.323
12 C 0.56 -3.03 0.88  -0.272
13 C 1.45 -3.77 -0.12  -0.863
14 C 1.13 -3.46 -1.58  -0.845
15 N 1.50 -2.06 -1.88  -0.008
16 C 2.71 -0.33 0.60  0.526
17 O 3.22 -1.23 -0.08  -0.868
18 N 3.18 0.91 0.59  0.049
19 C 2.61 2.10 1.19  -0.725
20 C 2.11 3.03 0.06  -0.813
21 N 3.16 3.36 -0.88  -0.322
22 C 3.80 2.18 -1.40  -0.774
23 C 4.30 1.24 -0.28  -0.663
24 N 0.07 -0.31 -0.46  0.156
25 N -0.99 0.31 -0.82  -1.194
26 H -6.08 0.14 -1.42  0.348
27 H -5.88 -1.10 -0.18  0.311
28 H -5.41 -1.43 -1.85  0.405
29 H -3.40 -0.98 -0.47  -0.007
30 H -3.61 0.23 -1.73  0.326
31 H -4.84 1.63 0.07  0.408
32 H -5.09 -0.17 1.76  0.438
33 H -3.34 -0.30 1.90  0.257
34 H -4.16 1.18 2.41  0.370
35 H -2.71 2.49 1.04  0.451
36 H -3.43 3.26 -1.08  0.304
37 H -2.55 2.10 -1.84  0.279
38 H -0.68 1.07 2.33  0.606
39 H 1.61 -0.08 2.43  0.571
40 H 2.28 -2.51 2.07  0.474
41 H 0.74 -2.11 2.80  0.529
42 H 0.04 -3.77 1.49  0.496
43 H -0.22 -2.48 0.36  0.181
44 H 1.35 -4.84 0.02  0.387
45 H 2.50 -3.52 0.06  0.420
46 H 0.07 -3.61 -1.79  0.388
47 H 1.71 -4.13 -2.22  0.443
48 H 1.55 -1.88 -2.88  0.416
49 H 0.82 -1.36 -1.41  0.308
50 H 2.41 -1.85 -1.40  0.341
51 H 1.79 1.87 1.87  0.397
52 H 3.40 2.61 1.76  0.417
53 H 1.31 2.53 -0.49  0.308
54 H 1.71 3.95 0.49  0.406
55 H 3.84 3.99 -0.46  0.311
56 H 3.07 1.65 -2.01  0.291
57 H 4.64 2.47 -2.03  0.422
58 H 4.71 0.32 -0.69  0.366
59 H 5.07 1.75 0.32  0.355

- SMILES string = CC[C@@H](C)[C@H](N)c1cn([C@@H](CCCC[NH3+])C(=O)N2CCNCC2)nn1
- 2S+1 = 1
- ΔE to the lowest compared entry with this formula, charge and spin (kJ/mol) = 13.6
- electronic energy (Ha) = -1126.49929
- total charge = +1